# 1
Molecular formula: C40H36GeIN7S3Tl
Method: DFT, the ωB97M-V functional and the def2-TZVPD basis

Results
HOMO-LUMO gap = 6.17 eV
Spin multiplicity = 1
Net charge = -1
ΔE to the lowest compared entry with this formula, charge and spin = 2.349 eV
HOMO energy = -4.3 eV

Geometry (Å):
Tl -0.02 -0.35 0.69
C 4.61 -0.49 -0.68
C 3.24 -0.37 -0.08
N 2.23 -1.07 -0.43
N 2.38 -2.02 -1.40
C 1.27 -2.34 -1.97
N 1.34 -3.29 -2.97
S -0.33 -1.68 -1.70
C 2.97 0.65 0.97
C 3.87 1.59 1.33
C 3.55 2.57 2.40
C 2.47 3.63 2.29
C 1.40 3.17 1.30
N 1.72 0.62 1.50
H 4.65 -1.36 -1.32
H 4.83 0.40 -1.27
H 5.36 -0.57 0.10
H 2.17 -3.86 -2.92
H 0.48 -3.78 -3.15
H 4.86 1.61 0.87
H 4.39 2.88 3.01
H 2.64 4.65 2.62
H 0.47 3.72 1.44
C -1.88 0.30 3.29
C -0.57 1.01 3.53
N -0.11 1.54 2.44
C 1.27 1.82 2.15
C 2.26 2.41 3.16
S -0.04 0.99 5.14
C 1.80 3.16 -0.14
C 2.62 4.07 -0.72
S 2.91 3.65 -2.36
C 1.88 2.27 -2.18
N 1.37 2.16 -0.99
C 1.68 1.28 -3.28
H -1.55 -1.06 2.86
H -2.60 0.90 2.77
H -2.29 -0.19 4.17
H 2.20 2.32 4.23
H 3.10 4.91 -0.26
H 1.38 1.76 -4.21
H 0.91 0.57 -2.98
H 2.59 0.71 -3.46
C -1.68 -1.28 1.78
Ge -3.54 -1.26 1.22
C -4.08 -3.16 1.09
C -3.22 -4.17 1.51
C -3.60 -5.51 1.42
C -4.85 -5.84 0.91
C -5.71 -4.84 0.48
C -5.32 -3.51 0.57
C -4.03 -0.58 -0.56
C -3.56 -1.27 -1.68
C -3.90 -0.88 -2.97
C -4.72 0.22 -3.16
C -5.22 0.91 -2.06
C -4.87 0.51 -0.78
C -4.82 -0.47 2.50
C -5.53 -1.30 3.36
C -6.43 -0.78 4.28
C -6.63 0.59 4.37
C -5.92 1.44 3.52
C -5.03 0.91 2.61
H -2.25 -3.90 1.91
H -2.92 -6.28 1.74
H -5.14 -6.88 0.83
H -6.68 -5.10 0.08
H -6.00 -2.74 0.23
H -2.93 -2.14 -1.55
H -3.50 -1.42 -3.81
H -4.98 0.54 -4.17
H -5.87 1.76 -2.21
H -5.28 1.06 0.06
H -5.40 -2.37 3.30
H -6.97 -1.45 4.94
H -7.32 1.00 5.09
H -6.06 2.51 3.59
H -4.47 1.60 1.97
I -2.22 2.69 -4.61
C -2.17 2.66 -2.53
C -2.62 3.73 -1.79
C -2.53 3.67 -0.41
C -1.96 2.54 0.17
N -1.53 1.51 -0.55
C -1.64 1.55 -1.88
H -3.04 4.61 -2.28
H -2.87 4.48 0.21
H -1.80 2.46 1.24
H -1.28 0.69 -2.42

Atomic partial charges in e from the Löwdin method, atoms 1 to 8:
1 Tl 0.86
2 C -0.03
3 C -0.27
4 N -0.04
5 N -0.01
6 C -0.86
7 N 0.03
8 S 0.63


# 2
Molecular formula: C7H11BrO3
Method: DFT, the ωB97M-V functional and the def2-TZVPD basis

Results
HOMO-LUMO gap (spin up / spin down) = 6.95 / 6.95 eV
Spin multiplicity = 1
ΔE to the lowest compared entry with this formula, charge and spin = 2.106 eV
HOMO energy (spin up / spin down) = -6.9 / -6.9 eV

Geometry (Å):
C 0.29 1.13 -0.86
C -0.14 -2.84 0.13
C -0.94 -2.21 -1.02
C -0.95 -0.86 0.73
C -0.55 2.41 -0.82
C 1.37 1.83 1.40
C 1.15 0.93 0.23
O 0.15 0.32 -1.79
O -0.19 -1.85 1.16
O -1.50 -1.03 -0.45
Br 2.39 -0.51 0.09
H -0.61 -3.75 0.53
H 0.90 -3.04 -0.12
H -0.31 -1.90 -1.86
H -1.77 -2.83 -1.37
H -1.30 -0.11 1.40
H -1.30 2.36 -0.03
H -1.07 2.50 -1.78
H 0.08 3.28 -0.67
H 1.58 1.24 2.29
H 0.49 2.44 1.59
H 2.22 2.49 1.23

Atomic partial charges in e from the Löwdin method, atoms 1 to 8:
1 C -0.62
2 C -0.12
3 C -0.08
4 C -0.13
5 C -0.02
6 C -0.17
7 C -0.68
8 O -0.08


# 3
Molecular formula: C24H72N12O12
Method: DFT, the ωB97M-V functional and the def2-TZVPD basis

Results
HOMO-LUMO gap = 9.17 eV
Spin multiplicity = 1
ΔE to the lowest compared entry with this formula, charge and spin = 14.294 eV
Structure (SMILES) = COC[C@H](C)N.COC[C@H](C)N.COC[C@H](C)N.COC[C@H](C)N.NC(N)=O.NC(N)=O.NC(N)=O.NC(N)=O.OCCO.OCCO
HOMO energy = -8.9 eV

Geometry (Å):
C 2.47 -5.53 -3.20
C 3.60 -5.88 -4.10
C 4.16 -4.66 -4.91
O 3.46 -4.34 -6.20
C 2.27 -3.49 -6.04
N 4.53 -6.51 -3.18
H 2.76 -4.70 -2.55
H 2.09 -6.34 -2.59
H 1.65 -5.12 -3.79
H 3.33 -6.59 -4.88
H 5.15 -5.01 -5.21
H 4.23 -3.70 -4.40
H 1.58 -3.47 -6.88
H 2.44 -2.41 -6.05
H 1.60 -3.82 -5.24
H 4.50 -5.97 -2.33
H 5.42 -6.24 -3.57
C 0.97 1.57 2.81
C 1.73 0.72 1.71
C 0.83 0.11 0.57
O -0.25 -0.72 1.13
C -1.25 -1.03 0.15
N 2.50 1.70 1.00
H 0.60 2.54 2.48
H 1.50 1.75 3.75
H 0.06 1.00 2.99
H 2.43 -0.05 2.06
H 1.53 -0.40 -0.09
H 0.41 0.87 -0.07
H -0.95 -1.49 -0.79
H -1.84 -0.18 -0.18
H -1.87 -1.78 0.64
H 1.91 2.46 0.69
H 3.07 2.24 1.64
C -1.96 1.91 -8.44
C -3.03 1.35 -7.48
C -3.10 2.15 -6.15
O -1.74 2.25 -5.64
C -1.10 3.53 -5.37
N -4.26 1.37 -8.27
H -1.98 1.38 -9.39
H -0.97 2.07 -8.00
H -2.35 2.90 -8.68
H -2.83 0.33 -7.14
H -3.79 1.89 -5.35
H -3.51 3.16 -6.23
H -1.65 4.01 -4.56
H -1.15 4.19 -6.23
H -0.11 3.17 -5.08
H -5.00 1.50 -7.60
H -4.31 2.16 -8.90
C -10.56 -0.43 -2.59
C -11.45 0.01 -3.76
C -12.94 -0.43 -3.61
O -13.42 0.21 -2.45
C -14.69 -0.24 -1.96
N -11.51 1.40 -3.93
H -10.03 -1.29 -2.98
H -11.15 -0.84 -1.77
H -9.77 0.24 -2.26
H -11.14 -0.37 -4.73
H -13.14 -1.50 -3.55
H -13.39 -0.12 -4.56
H -14.87 0.32 -1.05
H -14.65 -1.30 -1.72
H -15.46 -0.19 -2.73
H -12.14 1.60 -3.16
H -12.15 1.42 -4.71
C 8.89 2.20 -1.84
C 9.04 0.69 -2.13
O 9.82 0.56 -3.29
O 10.02 2.99 -1.89
H 8.44 2.28 -0.85
H 8.18 2.73 -2.49
H 8.14 0.08 -2.18
H 9.53 0.09 -1.36
H 9.19 0.37 -3.99
H 10.41 2.67 -2.71
C -5.59 4.54 4.60
C -6.09 5.22 3.27
O -5.22 4.83 2.26
O -5.07 3.23 4.53
H -6.24 4.78 5.44
H -4.66 5.03 4.89
H -6.21 6.27 3.52
H -7.06 4.78 3.02
H -5.62 4.99 1.40
H -4.33 3.22 3.92
C 1.78 -1.08 9.31
O 1.08 -2.03 9.38
N 2.33 -0.50 10.29
N 2.27 -0.74 8.21
H 3.14 0.02 9.99
H 2.14 -0.80 11.24
H 2.99 -0.03 8.12
H 1.80 -1.01 7.36
C 3.13 -5.90 3.50
O 4.10 -5.50 2.84
N 3.12 -7.00 4.16
N 1.89 -5.38 3.65
H 2.26 -7.16 4.67
H 3.90 -7.64 4.15
H 1.64 -4.58 3.09
H 1.21 -5.98 4.10
C 9.39 -1.17 4.55
O 8.59 -0.25 4.53
N 9.26 -2.30 3.90
N 10.50 -1.19 5.20
H 9.94 -3.02 3.74
H 8.37 -2.44 3.44
H 11.02 -2.06 5.21
H 10.60 -0.54 5.96
C 4.51 5.50 8.21
O 4.49 5.68 6.98
N 3.53 5.49 9.05
N 5.61 5.15 8.77
H 2.77 6.12 8.81
H 3.66 5.18 10.00
H 5.56 4.90 9.74
H 6.50 5.38 8.34

Atomic partial charges in e from the Löwdin method, atoms 1 to 8:
1 C -0.09
2 C -0.46
3 C -0.14
4 O -0.19
5 C -0.10
6 N 0.04
7 H 0.09
8 H 0.09


# 4
Molecular formula: C10H13CrN4OS
Method: DFT, the ωB97M-V functional and the def2-TZVPD basis

Results
HOMO-LUMO gap (spin up / spin down) = 7.19 / 7.77 eV
Spin multiplicity = 5
Net charge = +1
HOMO energy (spin up / spin down) = -11.1 / -12.2 eV

Geometry (Å):
Cr -0.79 -0.51 -0.83
N 2.54 -3.39 -1.94
C 1.86 -2.36 -1.50
S -1.95 -1.70 -2.02
N 2.23 -1.16 -1.33
N 1.27 -0.20 -1.14
C 1.66 1.01 -1.18
C 0.63 2.05 -1.01
C 0.93 3.40 -1.05
C -0.11 4.31 -0.90
C -1.40 3.84 -0.73
C -1.61 2.47 -0.70
N -0.62 1.59 -0.84
H 2.15 -4.31 -1.91
H 3.43 -3.26 -2.41
H 2.70 1.27 -1.36
H 1.95 3.72 -1.19
H 0.09 5.37 -0.93
H -2.23 4.51 -0.62
H -2.61 2.06 -0.58
C -1.39 -2.77 1.58
C -0.86 -1.45 2.03
C -0.68 -1.19 3.48
O -0.58 -0.55 1.22
H -1.47 -3.48 2.40
H -0.76 -3.17 0.78
H -2.37 -2.61 1.14
H -0.09 -1.99 3.94
H -1.67 -1.24 3.95
H -0.23 -0.22 3.66

Atomic partial charges in e from the Löwdin method, atoms 1 to 8:
1 Cr 0.32
2 N 0.13
3 C -0.15
4 S 0.10
5 N 0.04
6 N -0.10
7 C -0.02
8 C -0.24


# 5
Molecular formula: C3H6O4S
Method: DFT, the ωB97M-V functional and the def2-TZVPD basis

Results
HOMO-LUMO gap = 9.60 eV
Spin multiplicity = 1
ΔE to the lowest compared entry with this formula, charge and spin = 2.476 eV
HOMO energy = -10.6 eV

Geometry (Å):
C 0.05 0.63 0.37
C -1.77 -0.80 -0.03
C -1.27 0.55 -0.15
O 2.23 -0.11 -1.48
O 2.53 1.32 0.50
O 0.75 -0.34 0.40
O 3.35 -1.02 0.48
S 2.52 0.02 -0.04
H 0.28 1.63 0.91
H -1.15 -1.62 -0.51
H -2.64 -1.09 -0.57
H -1.76 -1.20 0.98
H -1.99 1.26 0.39
H -1.12 0.79 -1.25

Atomic partial charges in e from the Löwdin method, atoms 1 to 8:
1 C -0.21
2 C -0.12
3 C -0.20
4 O -0.29
5 O -0.27
6 O -0.02
7 O -0.24
8 S 0.54


# 6
Molecular formula: C2H4S3
Method: DFT, the ωB97M-V functional and the def2-TZVPD basis

Results
HOMO-LUMO gap = 9.63 eV
Spin multiplicity = 1
ΔE to the lowest compared entry with this formula, charge and spin = 1.393 eV
Structure (SMILES) = S[C@H]1S[C@@H]1S
HOMO energy = -9.1 eV

Geometry (Å):
C -0.62 -0.36 0.47
C 0.57 -0.12 -0.40
S 0.04 -1.78 -0.48
S -2.22 0.36 0.07
S 2.20 0.43 0.07
H -0.32 -0.22 1.52
H 0.24 0.49 -1.48
H -1.83 0.75 -1.09
H 1.93 0.45 1.31

Atomic partial charges in e from the Löwdin method, atoms 1 to 8:
1 C -0.95
2 C -1.13
3 S 0.79
4 S 0.73
5 S 0.74
6 H 0.07
7 H 0.13
8 H -0.18


# 7
Molecular formula: C27H56BIO6S
Method: DFT, the ωB97M-V functional and the def2-TZVPD basis

Results
HOMO-LUMO gap = 8.21 eV
Spin multiplicity = 1
Structure (SMILES) = C1CCOC1.C1CCOC1.C1CCOC1.C1CCOC1.C1CCOC1.C1CCOC1.CCSCBI
HOMO energy = -8.0 eV

Geometry (Å):
C 0.86 -2.14 -3.89
C -0.05 -1.36 -4.89
S -1.44 -0.56 -4.01
C -2.96 -1.61 -4.07
B -2.85 -2.98 -4.85
I -1.71 -4.72 -4.23
H 1.41 -1.39 -3.33
H 0.23 -2.66 -3.17
H 1.55 -2.80 -4.42
H -0.33 -1.94 -5.78
H 0.57 -0.53 -5.26
H -3.73 -1.01 -4.56
H -3.28 -1.77 -3.03
H -3.47 -3.10 -5.86
C -7.00 -5.99 -6.59
C -7.62 -5.25 -5.41
C -6.71 -4.04 -5.29
O -6.24 -3.75 -6.61
C -6.56 -4.84 -7.48
H -7.68 -6.67 -7.09
H -6.13 -6.55 -6.26
H -8.64 -4.93 -5.66
H -7.66 -5.84 -4.50
H -5.84 -4.25 -4.66
H -7.23 -3.16 -4.89
H -7.37 -4.52 -8.14
H -5.69 -5.08 -8.09
C -0.14 -2.52 1.18
C 0.49 -1.16 1.45
C 1.46 -1.03 0.29
O 0.88 -1.75 -0.81
C -0.22 -2.53 -0.33
H -1.12 -2.66 1.66
H 0.52 -3.31 1.53
H -0.27 -0.38 1.39
H 0.98 -1.09 2.42
H 2.43 -1.49 0.52
H 1.63 0.00 0.00
H -1.14 -2.06 -0.69
H -0.16 -3.54 -0.75
C 1.74 -1.72 7.03
C 2.91 -2.66 6.78
C 2.72 -3.03 5.32
O 2.10 -1.90 4.69
C 1.65 -0.99 5.70
H 1.88 -1.05 7.87
H 0.83 -2.30 7.20
H 3.85 -2.12 6.91
H 2.93 -3.53 7.44
H 2.05 -3.89 5.22
H 3.66 -3.26 4.82
H 2.31 -0.11 5.69
H 0.63 -0.66 5.47
C -0.49 3.32 4.85
C -1.04 3.74 6.20
C -0.25 2.85 7.15
O 1.03 2.63 6.53
C 0.98 3.07 5.17
H -0.62 4.07 4.07
H -0.96 2.39 4.52
H -0.81 4.79 6.39
H -2.12 3.61 6.29
H -0.74 1.88 7.28
H -0.11 3.30 8.13
H 1.56 4.00 5.10
H 1.43 2.32 4.52
C 3.38 2.46 -1.99
C 4.11 2.11 -3.27
C 3.16 1.12 -3.92
O 1.84 1.50 -3.50
C 1.93 2.46 -2.44
H 3.68 3.41 -1.55
H 3.54 1.68 -1.24
H 4.21 3.00 -3.90
H 5.11 1.70 -3.11
H 3.34 0.10 -3.57
H 3.21 1.13 -5.01
H 1.64 3.43 -2.84
H 1.23 2.19 -1.65
C 3.06 6.08 2.11
C 2.51 6.87 0.93
C 2.31 5.78 -0.11
O 2.01 4.58 0.61
C 2.28 4.78 2.01
H 2.93 6.58 3.07
H 4.12 5.89 1.97
H 1.55 7.32 1.20
H 3.17 7.67 0.59
H 3.22 5.61 -0.69
H 1.49 6.00 -0.80
H 1.32 4.85 2.53
H 2.83 3.93 2.40

Atomic partial charges in e from the Löwdin method, atoms 1 to 8:
1 C -0.19
2 C -0.53
3 S 0.83
4 C -0.54
5 B -0.72
6 I 0.81
7 H 0.04
8 H -0.01


# 8
Molecular formula: C23H20CdN3O3Se
Method: DFT, the ωB97M-V functional and the def2-TZVPD basis

Results
HOMO-LUMO gap = 6.86 eV
Spin multiplicity = 1
Net charge = -1
ΔE to the lowest compared entry with this formula, charge and spin = 0.000 eV
HOMO energy = -4.1 eV

Geometry (Å):
Cd 0.67 -1.77 -1.76
C 4.34 0.97 -0.98
O 2.98 1.24 -1.27
C 2.08 0.35 -0.73
O 2.49 -0.58 -0.03
N 0.46 1.78 -1.90
N -0.37 1.57 -3.04
H 4.90 1.79 -1.42
H 4.65 0.02 -1.41
H 4.51 0.93 0.10
H 1.32 2.18 -2.24
H -0.18 0.64 -3.42
H -1.33 1.54 -2.71
C 0.73 0.58 -1.12
C -0.36 0.27 -0.11
C -0.67 1.18 0.84
C 0.23 2.34 1.04
C 1.57 2.17 1.37
C 2.39 3.27 1.57
C 1.89 4.55 1.44
C 0.54 4.74 1.13
C -0.28 3.64 0.94
C -1.86 1.19 1.72
C -3.14 0.87 1.24
C -4.25 0.94 2.07
C -4.10 1.33 3.39
C -2.85 1.67 3.88
C -1.74 1.61 3.05
H 1.96 1.16 1.47
H 3.44 3.12 1.82
H 2.53 5.41 1.60
H 0.14 5.74 1.04
H -1.33 3.78 0.70
H -3.24 0.56 0.21
H -5.22 0.67 1.68
H -4.97 1.38 4.04
H -2.73 1.99 4.91
H -0.77 1.89 3.42
O -1.86 -1.62 0.26
C -0.86 -1.16 -0.23
Se 1.05 -3.46 -3.58
C 0.28 -4.92 -2.59
C -0.80 -4.78 -1.72
C -1.29 -5.91 -1.07
N -0.81 -7.14 -1.23
C 0.22 -7.26 -2.07
C 0.79 -6.20 -2.76
H -1.25 -3.82 -1.52
H -2.12 -5.80 -0.38
H 0.61 -8.26 -2.20
H 1.63 -6.38 -3.41

Atomic partial charges in e from the Löwdin method, atoms 1 to 8:
1 Cd 1.12
2 C -0.07
3 O -0.08
4 C -0.62
5 O -0.05
6 N -0.09
7 N -0.02
8 H 0.09


# 9
Molecular formula: C6H8Br4Fe2O6
Method: DFT, the ωB97M-V functional and the def2-TZVPD basis

Results
HOMO-LUMO gap (spin up / spin down) = 8.37 / 8.04 eV
Spin multiplicity = 9
HOMO energy (spin up / spin down) = -9.9 / -10.0 eV

Geometry (Å):
Fe 2.28 -1.26 -0.45
Fe 2.56 -1.23 2.72
C 0.40 -0.99 1.18
O 0.32 -1.59 0.03
O 0.58 -1.67 2.28
O 1.37 -0.16 1.11
C 4.42 -1.41 0.91
O 4.47 -0.75 2.05
O 4.29 -0.75 -0.20
O 3.43 -2.22 1.00
Br 0.25 3.49 -1.30
C -0.83 3.80 0.29
C 0.04 3.46 1.49
Br -1.00 3.36 3.15
H -1.68 3.12 0.27
H -1.14 4.84 0.32
H 0.81 4.20 1.70
H 0.46 2.46 1.40
Br -3.26 -0.41 -3.64
C -2.11 -1.51 -2.39
C -2.92 -2.65 -1.82
Br -3.22 -3.99 -3.25
H -1.97 -0.82 -1.56
H -1.21 -1.88 -2.88
H -3.88 -2.29 -1.46
H -2.47 -3.14 -0.96

Atomic partial charges in e from the Löwdin method, atoms 1 to 8:
1 Fe 1.09
2 Fe 1.14
3 C -0.70
4 O -0.12
5 O -0.12
6 O -0.18
7 C -0.70
8 O -0.11


# 10
Molecular formula: C18H18FNdO
Method: DFT, the ωB97M-V functional and the def2-TZVPD basis

Results
HOMO-LUMO gap (spin up / spin down) = 2.66 / 2.70 eV
Spin multiplicity = 4
ΔE to the lowest compared entry with this formula, charge and spin = 0.616 eV
HOMO energy (spin up / spin down) = -6.6 / -6.6 eV

Geometry (Å):
C 1.19 -0.80 2.26
C 2.10 -0.66 1.19
C 2.29 0.73 0.91
H 2.52 -1.72 0.62
C 1.43 1.46 1.82
C 0.74 0.51 2.65
H 0.07 0.72 3.48
H 0.95 -1.75 2.74
H 2.98 1.18 0.19
H 1.40 2.55 1.92
C -0.63 -1.16 -2.31
C 0.19 -2.07 -1.57
C -0.57 -2.55 -0.46
H 1.19 -2.39 -1.84
C -1.88 -1.97 -0.52
C -1.92 -1.12 -1.68
H -2.79 -0.60 -2.06
H -0.35 -0.66 -3.24
H -0.25 -3.31 0.25
H -2.71 -2.20 0.14
Nd -0.15 0.10 0.00
O -0.16 1.76 -1.37
C 0.19 3.11 -1.19
C -0.78 3.82 -0.34
H 1.15 3.10 -0.63
H 0.30 3.68 -2.13
H -0.63 3.80 0.74
H -1.79 6.09 0.60
C -2.31 5.73 -0.30
C -1.89 4.48 -0.86
C -2.57 3.99 -2.03
H -2.27 3.01 -2.43
C -3.60 4.73 -2.61
H -4.13 4.34 -3.49
C -3.95 5.99 -2.07
H -4.74 6.58 -2.55
C -3.30 6.49 -0.93
H -3.56 7.48 -0.52
F 2.50 -2.77 0.18

Atomic partial charges in e from the Löwdin method, atoms 1 to 8:
1 C -0.23
2 C -0.27
3 C -0.25
4 H -0.05
5 C -0.27
6 C -0.23
7 H 0.08
8 H 0.10


The records above yield energy values of -5670.6865; -3072.9528; -2517.3128; -2125.5039; -816.9696; -1273.1006; -2234.4250; -3847.6085; -13508.2608; -1433.0432 a.u., respectively.